{"formula": "C19H19ClO2S2", "method": "ωB97M-V/def2-TZVPD", "fmax_ha_per_bohr": 0.03966, "homo_energy_ev": -8.5, "smiles": "CCOC(=O)[C@@H](c1cccc(Cl)c1)C1(c2ccccc2)SCCS1", "gap_ev": 8.9, "e_lumo_ha": 0.0157, "species": ["C", "C", "O", "C", "O", "C", "C", "C", "C", "C", "C", "Cl", "C", "C", "C", "C", "C", "C", "C", "C", "S", "C", "C", "S", "H", "H", "H", "H", "H", "H", "H", "H", "H", "H", "H", "H", "H", "H", "H", "H", "H", "H", "H"], "coordinates": [[2.14796, -3.04134, 3.39366], [1.16963, -2.91939, 2.24654], [1.42238, -1.76257, 1.48771], [0.53133, -1.58155, 0.52435], [-0.47282, -2.23418, 0.41702], [0.89034, -0.39976, -0.32479], [0.53000, -0.54165, -1.75459], [1.42564, 0.01525, -2.67013], [1.14002, -0.05755, -4.05561], [-0.04618, -0.68018, -4.51018], [-0.88580, -1.25750, -3.58882], [-2.30676, -2.06826, -4.21286], [-0.60863, -1.21088, -2.22031], [0.13018, 1.10955, 0.36056], [-1.41044, 1.16709, 0.39749], [-2.13642, 1.83770, -0.59915], [-3.52836, 1.70362, -0.64320], [-4.19037, 1.02685, 0.38882], [-3.47842, 0.48789, 1.46998], [-2.08045, 0.62878, 1.50983], [0.88252, 1.12578, 1.95095], [1.86654, 2.62719, 1.93648], [2.10244, 3.07876, 0.48416], [0.80265, 2.41493, -0.59343], [1.90439, -3.91761, 3.99200], [3.20316, -3.13231, 3.06307], [2.00698, -2.20241, 4.10003], [1.21075, -3.83831, 1.64949], [0.16940, -2.88980, 2.59904], [2.00996, -0.28493, -0.28566], [2.36768, 0.41903, -2.34389], [1.83912, 0.41032, -4.74558], [-0.29979, -0.60449, -5.59193], [-1.24621, -1.86370, -1.59863], [-1.66480, 2.53526, -1.30699], [-4.08815, 2.09828, -1.49162], [-5.26358, 0.89459, 0.34900], [-3.98828, -0.05636, 2.26779], [-1.56708, 0.39048, 2.45348], [1.47515, 3.46823, 2.57112], [2.83415, 2.31900, 2.38850], [2.16830, 4.17175, 0.42134], [3.03185, 2.61442, 0.11498]], "forces_ev_per_a": [[0.200, 0.555, 0.429], [0.679, -1.435, 0.780], [0.810, -0.388, -0.211], [-0.644, 0.964, -0.245], [-0.174, -0.380, 0.023], [-0.398, 1.112, 0.343], [-0.142, -0.282, -0.473], [-0.817, -0.656, -1.745], [-0.448, -0.109, 0.985], [1.184, 1.375, -0.931], [0.134, 0.082, 0.198], [0.140, 0.049, 0.374], [-0.684, -0.940, -0.391], [0.735, -1.716, -0.579], [0.689, 0.195, 0.441], [-0.410, -0.275, -0.208], [0.136, -0.170, 0.591], [0.351, -0.445, -0.084], [0.461, 0.501, -0.423], [-0.795, -0.267, -0.202], [0.375, 0.145, 1.863], [0.542, 0.884, 0.436], [0.578, -0.974, 0.265], [0.113, 1.726, -0.999], [-0.016, -0.250, -0.193], [-0.642, 0.239, 0.194], [0.413, -0.134, -0.456], [0.147, 0.344, -0.371], [-0.978, 0.159, 0.514], [-1.261, 0.514, 0.427], [0.052, 0.258, 0.122], [-0.237, -0.207, -0.032], [0.182, -0.399, 1.018], [0.449, 1.000, -0.024], [-0.004, -0.865, 0.164], [0.129, 0.116, 0.362], [-0.026, 0.033, -0.046], [0.090, 0.402, -0.172], [-0.013, -0.306, -0.847], [-0.036, -0.910, -0.658], [-0.539, 0.320, -0.243], [-0.169, -0.351, -0.235], [-0.158, 0.487, 0.241]], "lowdin_charge": [-0.06, -0.25, -0.02, -0.51, 0.12, -0.14, -0.23, -0.06, -0.05, -0.13, -0.66, 0.65, -0.03, -0.81, -0.26, -0.07, -0.07, -0.09, -0.07, -0.06, 0.97, -0.50, -0.48, 0.96, 0.07, 0.09, 0.08, 0.13, 0.11, 0.15, 0.10, 0.10, 0.11, 0.12, 0.08, 0.10, 0.10, 0.10, 0.09, 0.09, 0.08, 0.08, 0.07]}